# C19H20Cl2FN2OS

A 2-piece molecular cluster, C19H20Cl2FN2OS overall at a distorted geometry (ωB97M-V/def2-TZVPD, the OMol25 dataset).

Total charge: +1
ΔE to the lowest compared entry with this formula, charge and spin (kcal/mol): 11.96
E_tot (hartree): -2338.934019
M (g/mol): 414.35
Orbital gap (Eh): 0.2935
HOMO (eV): -11.47

Each line ends with the Löwdin charge.
CARTESIAN COORDINATES (ANGSTROEM)
Cl (1.770756, 2.768765, 2.317406)  0.71
Cl (-3.301517, 2.893497, 2.062540)  0.71
S (2.586291, -0.299792, 0.092360)  1.24
F (-0.497662, 0.616791, 0.943182)  0.09
O (0.484574, 0.920544, -0.987473)  -0.18
N (1.133345, -2.238677, -0.499616)  -0.05
N (-0.783600, 2.998335, 2.655922)  0.02
C (-1.921397, 3.666670, 2.709807)  -0.76
C (-3.691651, -1.296195, -0.139292)  -0.05
C (-0.786112, 5.478661, 3.768491)  -0.04
C (4.767710, -1.656028, -1.010471)  -0.07
C (2.735927, -4.028794, -1.439471)  -0.01
C (0.379408, 3.602963, 2.848809)  -0.75
C (-1.443783, -0.656073, -0.686107)  -0.20
C (-2.801083, -1.559425, -2.407788)  -0.05
C (-1.995769, 4.933187, 3.301211)  -0.07
C (0.038359, -3.191909, -0.697530)  0.02
C (-2.480188, -0.736281, 0.242651)  -0.01
C (-1.586059, -0.972952, -2.042307)  -0.04
C (3.326914, -1.668558, -0.666123)  -0.47
C (-0.269833, 2.060837, -1.463658)  -0.01
C (1.022128, -0.940022, -0.115262)  -0.28
C (2.434490, -2.673983, -0.849714)  -0.25
C (-3.822903, -1.721731, -1.454412)  -0.06
C (0.443064, 4.850578, 3.484782)  -0.07
C (-0.216890, 0.008774, -0.195371)  -0.52
H (-4.498626, -1.393442, 0.602513)  0.12
H (-0.798152, -3.067938, 0.002534)  0.12
H (-0.807296, 6.403853, 4.335730)  0.11
H (1.429515, 5.208278, 3.777495)  0.11
H (-2.896492, -1.882692, -3.456564)  0.12
H (2.108512, -4.310696, -2.315467)  0.10
H (0.459454, -4.206068, -0.569013)  0.10
H (-0.720255, -0.780442, -2.705409)  0.14
H (5.160282, -2.624266, -1.351028)  0.09
H (-1.346357, 1.854547, -1.546323)  0.10
H (-0.132833, 2.983510, -0.849924)  0.11
H (5.336332, -1.347034, -0.121134)  0.10
H (-0.311944, -3.126153, -1.734069)  0.10
H (2.667630, -4.864248, -0.709468)  0.11
H (-2.990343, 5.361435, 3.414526)  0.11
H (-2.375384, -0.329157, 1.241724)  0.12
H (3.777697, -4.029011, -1.789479)  0.08
H (4.972484, -0.911351, -1.789084)  0.10
H (-4.757416, -2.190730, -1.764664)  0.11
H (0.198652, 2.092434, -2.445482)  0.10

Cartesian forces, eV/Å:
Cl 0.616 -0.255 0.061
Cl -0.505 -0.239 -0.028
S -0.163 -0.053 -0.698
F 0.239 0.454 1.840
O -1.653 0.549 -0.185
N -0.170 0.664 -0.027
N 0.228 -0.276 -1.631
C 1.485 0.698 1.109
C 0.134 -0.062 0.040
C -0.028 -0.335 -0.350
C 0.807 0.321 0.343
C -0.074 -0.531 -0.172
C -1.913 0.857 1.050
C -0.603 1.116 -0.491
C 0.513 0.114 -0.422
C 0.267 -0.525 -0.026
C -0.254 -0.960 -0.221
C -0.400 -0.286 -0.225
C -0.212 -0.271 0.875
C -0.260 -0.440 0.485
C 0.206 0.039 -0.369
C 0.946 -2.363 0.323
C -0.424 0.672 -0.054
C -0.277 -0.356 -0.640
C -0.230 -0.515 -0.089
C 2.487 -0.489 -0.613
H 0.354 0.029 -0.605
H 0.461 0.210 -0.286
H 0.073 -0.052 -0.173
H -0.463 0.336 -0.055
H -0.374 0.148 0.677
H 0.290 0.415 0.625
H -0.247 0.610 0.124
H -0.836 -0.263 0.174
H -0.294 0.354 0.214
H 0.350 -0.090 0.011
H 0.204 -0.908 -0.389
H 0.064 -0.156 -0.300
H -0.068 -0.004 0.352
H -0.094 0.622 -0.256
H 0.487 0.314 0.108
H 0.126 -0.210 -0.151
H -0.428 0.048 0.115
H -0.069 -0.165 0.108
H 0.246 0.142 0.004
H -0.546 1.092 -0.186